No. 1
C41H45F3N6P2STb as an isolated structure at a distorted geometry. Source: the OMol25 dataset; level of theory: the ωB97M-V functional and the def2-TZVPD basis.

Geometry as XYZ:
```
99
Properties=species:S:1:pos:R:3:forces:R:3:lowdin_charge:R:1
Tb -0.25020 1.93613 0.09770 -0.03 1.33 -3.76 0.972
C 3.49720 1.08873 3.38080 -0.09 -0.14 -0.47 -0.038
N 2.52730 2.14773 3.65720 -0.30 -0.10 0.37 -0.152
C 3.11460 3.28513 4.37320 -0.20 0.46 0.20 -0.035
C 1.51710 2.38603 2.73650 1.79 -0.82 -0.18 -0.412
N 1.49030 1.89883 1.55070 1.79 -1.54 -0.47 -0.027
N 0.49850 3.18633 3.22480 0.24 -0.11 0.62 0.165
C -0.69950 3.63363 2.71980 -1.11 0.76 -0.86 -0.525
N -1.40220 4.36743 3.62120 -0.08 0.82 0.70 0.158
N -1.15050 3.42043 1.54470 -2.11 0.32 -0.98 -0.062
H 4.07360 0.84273 4.27920 -0.29 0.27 -0.13 0.104
H 4.19520 1.39763 2.59520 0.10 -0.08 0.00 0.107
H 2.99150 0.16893 3.06760 0.14 0.28 0.15 0.066
H 3.88360 2.95563 5.08070 -0.30 -0.16 -0.27 0.099
H 2.36300 3.82393 4.95850 0.15 -0.05 -0.12 0.082
H 3.57590 3.98313 3.66640 0.02 0.01 0.10 0.105
H 2.25990 1.19013 1.15430 -1.64 2.85 1.50 0.140
H 0.47530 3.15003 4.22970 0.06 0.21 0.24 0.150
H -0.83190 5.05863 4.09330 -0.13 -0.09 0.33 0.120
H -2.20440 4.81613 3.19650 0.01 -0.11 0.20 0.116
H -2.15660 3.76813 1.19420 3.19 -0.47 1.52 0.148
C -5.98620 -1.78697 1.97460 -0.37 -0.12 0.57 -0.429
S -6.70420 -1.15357 0.44720 0.59 -0.48 0.14 0.817
C -5.20750 -1.35907 -0.59010 -0.30 -0.07 -0.84 -0.481
C -4.56220 0.00783 -0.85750 0.04 0.34 -0.37 -0.260
C -3.49240 0.40323 0.17080 -0.30 0.85 -1.22 -0.329
N -2.23710 -0.40347 0.11690 1.13 -0.07 2.85 -0.400
P -1.35060 0.03083 1.66680 -0.32 -3.32 0.36 0.980
C -0.21830 -1.37547 1.48970 1.72 0.00 -0.38 -0.420
C -0.64600 -2.67957 1.18050 0.57 -0.01 -0.18 -0.102
C 0.28940 -3.70707 0.99600 -0.08 0.65 0.19 -0.046
C 1.65350 -3.44977 1.15150 -0.10 0.47 0.14 -0.050
C 2.08370 -2.17237 1.52240 -0.50 -0.17 0.04 -0.068
C 1.15100 -1.14267 1.70220 -0.11 -0.97 -0.27 -0.144
C -2.02100 -0.73117 3.21720 -1.24 0.09 0.49 -0.306
C -3.25730 -0.24937 3.68460 0.29 -0.49 0.50 -0.129
C -3.87660 -0.80367 4.80500 0.33 -0.07 -0.05 -0.074
C -3.25560 -1.82787 5.51210 -0.03 0.16 -0.17 -0.060
C -2.00700 -2.29067 5.11090 -0.20 0.55 -0.31 -0.059
C -1.39060 -1.75247 3.98550 -0.43 0.33 -0.15 -0.068
P -1.34500 0.04043 -1.46180 -4.88 -0.35 -1.80 0.987
C -2.12740 -1.36927 -2.33340 -0.15 -0.90 -0.76 -0.341
C -2.82940 -1.10647 -3.50990 -0.34 -0.12 0.11 -0.124
C -3.48040 -2.11457 -4.21420 0.24 -0.63 0.44 -0.060
C -3.39010 -3.44117 -3.76560 0.03 0.69 -0.23 -0.072
C -2.62070 -3.73737 -2.64760 0.11 0.38 0.12 -0.070
C -1.96460 -2.72287 -1.94560 -0.97 0.82 -0.83 -0.060
C 0.18100 -0.18047 -2.27440 3.34 -1.94 1.30 -0.472
C 0.28750 0.15913 -3.61550 0.24 0.08 -0.64 -0.066
C 1.50140 0.00463 -4.29670 -0.36 -0.42 0.76 -0.028
C 2.63140 -0.49257 -3.63070 -1.06 -0.75 0.04 -0.083
C 2.52510 -0.84697 -2.28800 -0.71 -0.82 -0.30 -0.081
C 1.30300 -0.69617 -1.62540 0.90 -0.52 -2.00 -0.119
H -6.72610 -1.66987 2.79250 0.37 -0.20 -0.49 0.045
H -5.11630 -1.18057 2.23730 -0.08 -0.36 0.01 -0.014
H -5.71800 -2.85297 1.85310 -0.09 0.56 0.21 0.050
H -5.59250 -1.78557 -1.53730 0.34 0.29 0.35 0.074
H -4.48050 -2.10977 -0.20780 -0.59 0.53 0.08 0.086
H -5.35830 0.77713 -0.90450 0.43 -0.30 0.41 0.112
H -4.13540 0.05483 -1.85390 0.10 -0.19 -0.02 0.064
H -3.99400 0.34063 1.13630 0.51 -0.28 0.29 0.076
H -3.21260 1.46493 0.02080 -0.37 0.00 -0.06 0.079
H -1.70020 -2.89747 1.06270 0.00 0.13 0.02 0.113
H -0.04340 -4.70227 0.72220 -0.02 0.09 0.06 0.116
H 2.37720 -4.23837 0.99000 -0.02 0.02 0.00 0.112
H 3.13940 -1.97067 1.64680 0.06 -0.04 0.04 0.108
H 1.49760 -0.15187 1.96060 -0.35 -0.55 0.08 0.030
H -3.77260 0.55203 3.18290 0.00 0.21 -0.18 0.090
H -4.84340 -0.43357 5.11870 0.00 0.01 0.01 0.112
H -3.73440 -2.25777 6.37920 -0.07 -0.02 0.05 0.110
H -1.50740 -3.07227 5.66480 0.03 -0.02 0.02 0.111
H -0.42500 -2.16757 3.75080 0.09 0.15 -0.32 0.099
H -2.93680 -0.08297 -3.84480 -0.02 0.08 -0.04 0.107
H -4.07900 -1.87277 -5.08210 0.07 0.00 -0.04 0.108
H -3.90960 -4.22447 -4.29970 -0.01 -0.04 0.02 0.105
H -2.54840 -4.76167 -2.29600 0.08 0.08 -0.07 0.107
H -1.39850 -2.99057 -1.09120 0.47 -0.03 0.57 0.059
H -0.57090 0.54563 -4.13810 -0.12 0.17 -0.17 0.110
H 1.56850 0.27853 -5.34110 -0.07 0.01 0.02 0.119
H 3.57230 -0.60417 -4.15120 -0.13 -0.05 -0.09 0.120
H 3.39670 -1.23707 -1.75620 -0.42 0.05 -0.15 0.114
H 1.26520 -0.98717 -0.62430 -0.21 -0.38 1.31 0.049
F 7.45720 0.09783 -5.84060 -0.22 0.51 0.32 0.122
C 7.22100 1.38363 -5.46050 0.61 0.05 -0.56 -0.539
F 7.16330 2.10933 -6.61150 -0.23 -0.36 0.79 0.117
F 8.34610 1.79623 -4.81430 -0.62 -0.22 -0.13 0.123
C 5.98410 1.51233 -4.60210 -0.53 0.12 0.10 -0.116
C 4.90430 2.31653 -4.99780 0.06 -0.17 0.14 0.007
C 3.76650 2.42513 -4.19200 0.61 -0.02 -0.24 -0.014
C 3.69280 1.73113 -2.97970 0.04 0.83 0.28 -0.278
C 4.76480 0.92733 -2.57820 1.18 0.45 -0.34 -0.061
C 5.90220 0.81883 -3.38370 -0.19 0.13 0.07 -0.001
C 2.52470 1.84303 -2.15320 2.62 0.85 -1.36 -0.162
C 1.55350 1.93613 -1.46600 -1.61 1.10 2.13 -0.177
H 4.94290 2.86493 -5.93870 0.07 -0.17 0.24 0.122
H 2.94010 3.05483 -4.51820 0.15 -0.18 0.17 0.129
H 4.72280 0.38083 -1.63730 0.03 0.27 -0.26 0.111
H 6.72950 0.18883 -3.05770 -0.14 0.16 -0.11 0.127
H -1.03370 3.29273 -1.25890 -0.10 -0.11 0.60 -0.145
```
Forces are in eV/Å.

The value obtained for the energy relative to the best compared isomer or geometry (same formula, charge and spin) is 38.41 kcal/mol. Its charge is +1. As for the spin multiplicity: 7. The HOMO energy (spin up / spin down) is -9.602 / -9.601 eV. Its total energy is -112176.2512 eV. The lowest unoccupied orbital energy (spin up / spin down) comes out at -0.1151 / -0.1059 Ha.

***

No. 2
C41H45F6N5SSb2SiZr as an isolated structure. Source: the OMol25 dataset; level of theory: the ωB97M-V functional and the def2-TZVPD basis.

Geometry as XYZ:
```
102
Properties=species:S:1:pos:R:3:forces:R:3:lowdin_charge:R:1
Zr -0.69477 0.25620 -0.02287 -0.28 0.39 0.61 1.248
C 1.38477 4.01088 1.93101 -0.07 -0.03 -0.06 -0.142
Si -0.27126 3.29971 1.45119 0.04 -0.02 0.06 0.437
C -0.57711 3.83524 -0.31084 0.07 0.04 0.19 -0.156
C -1.70312 3.91586 2.51383 0.03 -0.01 -0.05 -0.165
N -0.24096 1.49768 1.55039 -0.05 -0.03 -0.04 -0.267
C 0.08257 0.97346 2.82529 0.13 -0.04 -0.01 -0.310
C 0.18481 1.69734 4.01678 -0.05 -0.07 0.06 -0.039
C 0.49942 1.05959 5.20861 0.01 0.04 0.02 -0.047
C 0.73185 -0.30554 5.26025 0.00 -0.06 0.03 -0.052
C 0.65183 -1.05761 4.09572 -0.04 0.08 -0.06 0.001
C 0.33348 -0.38228 2.94916 0.01 -0.04 0.00 -0.231
F 0.26298 -1.09373 1.73817 0.08 0.05 0.10 -0.203
H 1.27452 5.08654 2.09234 -0.01 0.00 0.00 0.055
H 2.08371 3.88329 1.09966 0.01 -0.01 -0.01 0.031
H 1.83189 3.58233 2.82554 -0.01 -0.03 0.02 0.029
H -0.36417 4.90928 -0.32761 -0.01 0.00 0.01 0.068
H -1.59766 3.72156 -0.65827 -0.17 -0.01 -0.06 0.011
H 0.09907 3.39056 -1.03602 0.12 -0.08 -0.09 0.010
H -2.51192 4.30625 1.88997 0.00 0.01 0.00 0.034
H -1.39086 4.74066 3.15846 0.01 0.00 -0.02 0.051
H -2.11204 3.14901 3.17636 0.00 -0.01 -0.02 0.032
H 0.01443 2.76389 4.03433 0.01 -0.02 -0.01 0.088
H 0.56378 1.64928 6.11311 0.01 -0.01 0.00 0.120
H 0.97659 -0.78642 6.19650 0.00 0.00 0.00 0.119
H 0.83576 -2.12286 4.07546 0.00 0.00 0.01 0.131
C 1.78023 -3.02088 -2.28455 -0.10 -0.13 -0.05 -0.344
C 2.76352 -1.90515 -2.59702 -0.01 0.04 -0.07 -0.362
C 3.41950 -1.33523 -1.34797 0.12 0.13 0.00 -0.344
Sb 2.35655 0.23048 -0.35111 -0.15 0.00 -0.06 1.505
C 3.30309 0.12431 1.53005 0.05 -0.10 0.01 -0.377
C 3.47468 -1.12307 2.12794 -0.01 0.03 0.02 -0.142
C 4.07498 -1.22513 3.37435 0.02 0.02 -0.03 -0.071
C 4.50794 -0.08117 4.02981 0.01 0.00 0.01 -0.058
C 4.34479 1.16228 3.43608 0.01 -0.01 0.05 -0.055
C 3.74462 1.26530 2.18924 0.00 0.04 0.01 -0.131
C 3.23818 1.91282 -1.26266 0.07 0.03 -0.01 -0.385
C 2.54834 2.64094 -2.22892 0.03 -0.01 0.01 -0.145
C 3.15554 3.71930 -2.85863 -0.02 -0.02 0.00 -0.063
C 4.45513 4.07054 -2.52633 0.01 0.02 -0.02 -0.056
C 5.15416 3.33734 -1.57742 0.03 0.01 -0.01 -0.057
C 4.55205 2.25676 -0.95072 0.03 0.01 0.10 -0.126
Sb -0.07474 -2.49854 -1.34458 -0.02 0.06 0.16 1.466
C -1.39166 -2.57387 -2.98966 -0.11 -0.03 -0.06 -0.402
C -2.71380 -2.97662 -2.80596 0.05 0.02 0.00 -0.145
C -3.60413 -2.94955 -3.87020 0.01 -0.01 0.05 -0.066
C -3.18156 -2.51447 -5.11792 -0.03 0.01 -0.05 -0.060
C -1.86920 -2.10779 -5.30531 0.00 0.00 -0.03 -0.063
C -0.97617 -2.13384 -4.24365 0.04 -0.01 0.07 -0.127
C -0.51669 -4.28523 -0.31877 0.03 -0.14 0.02 -0.395
C -0.96402 -5.40171 -1.02341 -0.01 0.08 -0.03 -0.116
C -1.20011 -6.59642 -0.35764 0.00 0.00 -0.01 -0.060
C -0.98593 -6.68474 1.00950 0.01 -0.01 0.04 -0.060
C -0.52860 -5.58055 1.71528 -0.01 -0.04 -0.01 -0.070
C -0.29334 -4.38487 1.05335 0.02 0.08 -0.02 -0.152
H 2.24077 -3.75834 -1.62374 -0.02 -0.01 -0.01 0.070
H 1.47496 -3.54705 -3.19010 -0.01 -0.01 -0.01 0.068
H 2.29330 -1.11544 -3.19149 -0.01 0.02 -0.03 0.096
H 3.54635 -2.32083 -3.23690 0.00 -0.01 0.01 0.121
H 4.37552 -0.86416 -1.58286 0.00 0.00 0.01 0.071
H 3.61943 -2.12277 -0.62260 0.03 -0.03 0.06 0.056
H 3.13922 -2.02792 1.63437 -0.01 -0.04 -0.04 0.096
H 4.21193 -2.19709 3.83020 0.00 -0.01 -0.01 0.115
H 4.98581 -0.15999 4.99730 -0.01 0.00 0.00 0.115
H 4.69866 2.05355 3.93829 -0.01 0.00 0.00 0.116
H 3.65085 2.23817 1.72719 -0.04 0.05 -0.01 0.080
H 1.54599 2.35912 -2.52045 -0.12 -0.01 -0.01 0.068
H 2.61778 4.27790 -3.61362 -0.01 -0.01 0.01 0.114
H 4.93009 4.91036 -3.01562 0.00 0.00 0.00 0.116
H 6.17233 3.60504 -1.32815 0.00 -0.01 0.00 0.116
H 5.11109 1.69289 -0.21149 -0.01 0.01 -0.04 0.102
H -3.04844 -3.32713 -1.83645 0.00 -0.03 0.04 0.092
H -4.62620 -3.27664 -3.73010 0.00 -0.01 0.01 0.111
H -3.87556 -2.49845 -5.94774 0.01 0.00 0.00 0.115
H -1.53910 -1.77463 -6.28047 0.01 0.00 0.01 0.115
H 0.04521 -1.80920 -4.40849 0.03 -0.01 0.00 0.098
H -1.13564 -5.34645 -2.09136 -0.01 0.01 -0.03 0.102
H -1.54804 -7.46002 -0.90869 0.00 0.01 -0.01 0.115
H -1.17008 -7.61786 1.52502 0.00 0.01 0.00 0.115
H -0.35431 -5.65411 2.78070 0.00 0.01 0.00 0.111
H 0.07234 -3.53330 1.61511 -0.02 0.02 0.00 0.071
C -6.12943 2.13736 -0.02855 0.02 0.01 0.01 0.025
C -5.51484 0.81657 0.23237 0.06 0.12 -0.01 -0.290
N -6.12201 -0.32282 0.26511 -0.13 -0.07 0.01 0.166
N -5.14955 -1.24216 0.52062 0.10 0.01 0.00 0.075
C -3.94343 -0.70378 0.63965 0.03 0.00 0.01 -0.682
S -2.45634 -1.45287 1.00233 -0.02 0.00 -0.05 0.700
N -4.16018 0.61630 0.45930 -0.04 -0.12 0.00 -0.071
N -3.10811 1.52666 0.53106 0.07 -0.09 -0.09 0.106
H -7.20464 2.00944 -0.11760 0.00 -0.01 0.00 0.103
H -5.75146 2.56299 -0.95948 0.01 0.01 -0.01 0.091
H -5.92471 2.83278 0.78653 0.00 0.00 0.00 0.097
H -5.38829 -2.21840 0.60671 0.00 0.00 0.00 0.177
H -3.25676 2.25736 -0.15999 -0.01 0.02 -0.03 0.091
H -3.08088 1.94109 1.46148 0.04 0.02 -0.02 0.105
F -0.33550 0.60133 -2.43049 0.25 -0.18 -0.42 -0.103
C -1.53035 1.13834 -1.90429 -0.04 0.14 -0.40 -0.414
F -2.39768 0.03976 -1.91994 -0.12 -0.02 0.05 -0.036
C -2.07845 2.11923 -2.93852 -0.33 0.32 0.09 -0.594
F -3.16414 2.74708 -2.39955 0.35 -0.18 0.01 0.122
F -2.48731 1.51370 -4.04249 0.09 -0.10 0.03 0.198
F -1.17117 3.03295 -3.26181 -0.05 -0.06 0.12 0.179
```
Forces are in eV/Å.

The value obtained for the energy relative to the best compared isomer or geometry (same formula, charge and spin) is 5.26 kcal/mol. Its charge is +2. The HOMO energy is -13.015 eV. Its total energy is -100059.6096 eV. The lowest unoccupied orbital energy comes out at -0.2067 Ha.